No. 1
{"formula": "C3F4O2", "method": "wB97M-V/def2-TZVPD", "total_energy_ha": -664.17548, "smiles": "O=C=C(F)F.O=C(F)F", "lumo_energy_ev": -0.48, "gap_ev": 9.27, "elements": ["O", "C", "C", "F", "F", "O", "C", "F", "F"], "xyz": [[0.35684, 0.73119, -2.18641], [0.60744, 0.84276, -1.07923], [0.65705, 0.77694, 0.28924], [1.72415, 0.22451, 0.85040], [0.31681, 1.91319, 0.87720], [-0.20472, -2.05225, 0.23628], [-0.89576, -1.17901, 0.49035], [-1.72416, -0.52227, -0.35136], [-1.31681, -0.77597, 1.73781]]}

No. 2
{"formula": "C6H12N2O", "method": "wB97M-V/def2-TZVPD", "total_energy_ha": -420.42204, "lumo_energy_ev": [-0.65, -0.65], "gap_ev": [7.03, 7.03], "elements": ["C", "C", "N", "C", "O", "H", "H", "H", "H", "H", "H", "H", "C", "C", "C", "N", "H", "H", "H", "H", "H"], "xyz": [[1.06007, -0.35887, 0.43144], [2.53659, -0.03927, 0.61845], [0.72917, -1.51572, -0.19020], [0.63980, 1.11731, -0.67620], [0.79321, 2.24123, -0.29160], [0.44158, -0.13904, 1.30015], [-0.46879, -1.35729, -0.82053], [1.44099, -1.77745, -0.87281], [0.94735, 0.78169, -1.70784], [3.06843, -0.05255, -0.33694], [2.98221, -0.79773, 1.26508], [2.66908, 0.94136, 1.07303], [-1.47289, 0.48904, -0.81247], [-1.93161, 0.66205, 0.55910], [-2.35963, -0.32483, 1.34911], [-1.34861, -0.71947, -1.35797], [-1.19782, -0.69613, -2.36088], [-1.58534, 1.34895, -1.46960], [-1.86441, 1.67677, 0.93608], [-2.44097, -1.34177, 0.98736], [-2.63843, -0.13830, 2.37722]]}

No. 3
{"formula": "C16H22F4NO16", "method": "wB97M-V/def2-TZVPD", "total_energy_ha": -2280.30005, "lumo_energy_ev": 2.45, "gap_ev": 6.01, "charge": -1, "elements": ["N", "H", "H", "H", "H", "C", "C", "O", "O", "H", "H", "H", "C", "C", "O", "O", "H", "H", "H", "C", "C", "O", "C", "O", "O", "F", "H", "H", "H", "C", "C", "O", "C", "O", "O", "F", "H", "H", "H", "C", "C", "O", "C", "O", "O", "F", "H", "H", "H", "C", "C", "O", "C", "O", "O", "F", "H", "H", "H"], "xyz": [[-0.73256, -0.08222, -0.01338], [-0.02286, 0.29165, 0.60035], [-0.38060, -0.28497, -0.93811], [-1.54055, 0.51517, -0.11513], [-1.03988, -0.89900, 0.49508], [-1.37447, -3.68240, 1.46581], [-1.53844, -2.40562, 0.65934], [-1.33532, -2.33560, -0.59853], [-1.89956, -1.40360, 1.34185], [-0.61585, -3.49568, 2.22591], [-0.94728, -4.43181, 0.79947], [-2.27044, -4.05945, 1.95893], [-4.02239, 1.91632, -0.93533], [-2.84374, 0.97353, -0.84673], [-3.01199, -0.26277, -0.73995], [-1.68843, 1.48945, -0.74286], [-4.41640, 1.82105, -1.94716], [-3.69186, 2.95426, -0.89641], [-4.84375, 1.74437, -0.23968], [0.11072, 1.06541, -3.95878], [1.05221, 0.46905, -2.90418], [0.19813, -0.44346, -2.26977], [-0.94673, -0.57007, -2.95870], [-1.77353, -1.34521, -2.74055], [-1.10267, 0.37209, -3.83820], [1.40031, 1.50144, -2.03168], [0.70752, 0.94540, -4.86296], [-0.26723, 2.07497, -3.79741], [1.95396, -0.02532, -3.26553], [-2.24037, 1.18789, 3.05612], [-1.69722, 1.56923, 1.71198], [-0.40779, 0.98323, 1.69509], [-0.13652, 0.42705, 2.85063], [0.98049, 0.00123, 3.30452], [-1.18715, 0.49326, 3.52937], [-1.44823, 2.82115, 1.62104], [-3.22172, 0.72099, 2.97207], [-2.46102, 2.05783, 3.67467], [-2.33212, 1.11881, 0.94902], [2.50997, -1.83783, 0.83986], [1.04973, -1.78317, 0.67905], [0.99281, -1.35097, -0.63474], [2.07693, -1.73535, -1.26053], [2.44048, -1.50362, -2.40250], [2.92198, -2.20470, -0.40498], [0.57728, -0.82127, 1.47382], [2.78184, -2.61972, 1.54896], [2.96259, -0.95590, 1.29312], [0.54356, -2.72084, 0.90853], [3.60084, 1.22125, 1.18861], [3.99863, 1.61416, -0.19867], [2.72183, 1.85167, -0.77125], [1.76493, 1.28738, 0.02975], [0.57530, 1.46413, 0.08722], [2.32907, 0.60185, 0.96703], [4.56454, 0.60440, -0.83018], [3.59988, 2.08843, 1.84898], [4.34158, 0.55071, 1.62427], [4.68154, 2.46175, -0.25658]]}

No. 4
{"formula": "C13H33N4O4", "method": "wB97M-V/def2-TZVPD", "total_energy_ha": -1034.70419, "lumo_energy_ev": -4.82, "gap_ev": 5.87, "charge": 1, "elements": ["C", "N", "C", "N", "C", "N", "C", "C", "N", "H", "H", "H", "H", "H", "H", "H", "H", "H", "H", "H", "H", "H", "C", "O", "C", "C", "O", "C", "H", "H", "H", "H", "H", "H", "H", "H", "H", "H", "C", "O", "C", "C", "O", "C", "H", "H", "H", "H", "H", "H", "H", "H", "H", "H"], "xyz": [[1.99768, 0.72261, 4.36264], [1.39250, 1.76424, 3.52166], [1.19652, 2.99235, 4.22398], [-0.00911, 3.75282, 3.75426], [-1.17535, 3.10724, 3.66540], [-2.26955, 3.31173, 4.40161], [-2.54048, 1.92277, 4.95257], [-2.11951, 1.04444, 3.72980], [-1.40436, 1.99560, 2.82040], [1.28948, 0.44028, 5.13793], [2.21028, -0.14736, 3.75695], [2.90922, 1.07816, 4.84306], [1.93432, 1.89325, 2.67960], [1.03244, 2.74521, 5.26959], [2.03665, 3.68102, 4.16877], [0.10645, 4.71322, 3.48123], [-2.24239, 4.07094, 5.07342], [-1.78637, 1.81462, 5.72229], [-3.53690, 1.78697, 5.34393], [-2.90258, 0.53131, 3.19433], [-1.37910, 0.34950, 4.10794], [-2.09553, 2.28633, 2.13732], [1.84857, 1.59453, -3.05069], [0.60259, 1.06267, -2.63329], [0.72260, -0.10387, -1.83424], [0.53412, 0.20954, -0.36862], [1.57472, 1.03509, 0.14039], [1.21206, 2.39493, 0.23990], [1.66252, 2.58764, -3.45541], [2.55270, 1.67595, -2.21924], [2.28862, 0.97227, -3.83611], [1.68439, -0.59454, -2.00375], [-0.06328, -0.79299, -2.14969], [0.55888, -0.72594, 0.19802], [-0.44145, 0.68004, -0.20692], [0.53311, 2.54514, 1.08880], [0.73514, 2.76454, -0.67090], [2.12317, 2.96957, 0.41128], [1.26233, -3.65313, -4.40914], [0.22904, -3.15897, -3.57211], [-0.84860, -2.59423, -4.30682], [-2.02050, -3.54573, -4.39948], [-1.70537, -4.69630, -5.16118], [-1.41313, -5.83721, -4.37424], [1.91958, -4.26489, -3.79371], [0.86449, -4.26625, -5.21975], [1.84375, -2.82654, -4.83183], [-0.52141, -2.29455, -5.30605], [-1.16963, -1.69270, -3.77461], [-2.84486, -3.03582, -4.90775], [-2.36101, -3.82585, -3.39748], [-2.33030, -6.25168, -3.94238], [-0.70923, -5.60543, -3.57148], [-0.96792, -6.58254, -5.03016]]}

No. 5
{"formula": "C25H48BClFN2O4", "method": "wB97M-V/def2-TZVPD", "total_energy_ha": -1976.60000, "lumo_energy_ev": [2.05, 1.41], "spin_multiplicity": 3, "gap_ev": [6.07, 5.43], "charge": -1, "elements": ["C", "C", "F", "C", "B", "C", "C", "C", "Cl", "C", "O", "O", "H", "H", "H", "H", "H", "H", "H", "H", "H", "H", "H", "H", "C", "C", "C", "C", "C", "C", "N", "O", "C", "C", "C", "H", "H", "H", "H", "H", "H", "H", "H", "H", "H", "H", "H", "H", "H", "H", "H", "H", "H", "C", "C", "C", "C", "C", "C", "N", "O", "C", "C", "C", "H", "H", "H", "H", "H", "H", "H", "H", "H", "H", "H", "H", "H", "H", "H", "H", "H", "H"], "xyz": [[-0.69506, 3.26925, -0.89454], [-0.97685, 1.66838, -1.01085], [-1.94606, 1.49977, -2.07244], [-1.60547, 1.22176, 0.39544], [-1.70605, -0.41527, 0.57326], [-0.29450, -1.20674, 0.70561], [-0.13221, -2.47608, -0.26411], [-1.05509, -2.45137, -1.56776], [1.63368, -2.41438, -0.89583], [-3.18662, -1.07541, 0.63895], [-3.33968, -2.29884, 0.99229], [-4.31005, -0.32582, 0.27448], [-1.24715, 3.71644, -0.00325], [-1.07876, 3.78684, -1.83433], [0.41686, 3.49807, -0.79484], [0.02943, 1.16875, -1.23808], [-2.66576, 1.64012, 0.44835], [-0.94809, 1.65985, 1.22843], [-0.22677, -1.58169, 1.79391], [0.61257, -0.50832, 0.56317], [-0.20106, -3.47787, 0.29930], [-0.73214, -3.35967, -2.20824], [-0.84771, -1.52883, -2.23036], [-2.16978, -2.60812, -1.36031], [0.19686, -9.76427, 2.41029], [0.66564, -8.28688, 2.35743], [1.11958, -7.81123, 3.75825], [-0.02260, -7.48475, 4.71467], [-1.03015, -6.54751, 4.05999], [-1.54817, -7.08661, 2.71198], [-0.43547, -7.45546, 1.78436], [0.11187, -6.30410, 1.31508], [-2.46483, -8.30807, 2.97446], [-2.50727, -6.04116, 2.08873], [1.92833, -8.32188, 1.45743], [-0.60417, -9.96311, 1.69398], [1.00085, -10.46240, 2.15249], [-0.14825, -10.06232, 3.40455], [1.73684, -6.90989, 3.65522], [1.76481, -8.56845, 4.21764], [-0.51313, -8.40335, 5.05143], [0.38308, -7.01144, 5.61400], [-1.86748, -6.38164, 4.74681], [-0.56060, -5.56665, 3.91816], [-2.80934, -8.74833, 2.03482], [-3.35290, -8.00551, 3.53739], [-1.99619, -9.09167, 3.56641], [-2.03480, -5.06696, 1.94130], [-3.37014, -5.86781, 2.73792], [-2.88869, -6.38606, 1.12293], [1.68229, -8.62634, 0.43569], [2.66319, -9.03209, 1.84950], [2.43809, -7.35471, 1.41298], [1.34617, 8.41260, -4.63449], [0.41224, 7.99262, -3.46970], [0.15803, 9.18760, -2.52011], [1.31156, 9.49706, -1.57228], [1.77045, 8.23957, -0.84471], [2.11666, 7.09076, -1.81278], [1.01118, 6.81094, -2.77809], [0.01995, 6.17713, -2.09904], [3.42270, 7.44270, -2.56844], [2.50213, 5.83769, -0.98711], [-0.93644, 7.66791, -4.16336], [1.98156, 7.58711, -4.96482], [0.78509, 8.72407, -5.52216], [1.98836, 9.25974, -4.37633], [-0.73089, 8.98561, -1.90936], [-0.07445, 10.08461, -3.10457], [2.14372, 9.95135, -2.11886], [0.98778, 10.24289, -0.84011], [2.63777, 8.48086, -0.21983], [0.98095, 7.92369, -0.15199], [3.67048, 6.67137, -3.30260], [4.26255, 7.50960, -1.87008], [3.39055, 8.40218, -3.07986], [1.71001, 5.52125, -0.30382], [3.38195, 6.03613, -0.36788], [2.74569, 4.99610, -1.64282], [-0.84318, 6.81052, -4.83650], [-1.28194, 8.52104, -4.75549], [-1.73558, 7.45514, -3.44694]]}

No. 6
{"formula": "C3H13NO3", "method": "wB97M-V/def2-TZVPD", "total_energy_ha": -402.22422, "lumo_energy_ev": [-3.24, -8.36], "spin_multiplicity": 2, "gap_ev": [11.61, 6.49], "charge": 1, "elements": ["C", "N", "C", "C", "O", "H", "H", "H", "H", "H", "H", "H", "H", "H", "H", "H", "O", "H", "H", "O"], "xyz": [[0.27553, -2.47392, 0.88151], [-0.44141, -1.29342, 0.39184], [0.20199, -0.57788, -0.70461], [-0.65959, 0.25755, -1.61384], [-1.65332, 1.01491, -0.91544], [1.29866, -2.10650, 1.12618], [0.48387, -3.11499, 0.02166], [-0.27031, -2.84734, 1.74236], [-0.60562, -0.73865, 1.24556], [1.13966, -0.09224, -0.38361], [0.64115, -1.37919, -1.31296], [-0.09991, 0.97404, -2.20049], [-1.21353, -0.39405, -2.30063], [-2.30493, 0.41377, -0.48278], [-1.05623, 2.23368, 0.47402], [-0.45924, 3.56080, -0.12323], [-0.42678, 2.93184, 0.61719], [0.99283, 1.53504, 1.12574], [2.48665, 1.19758, 1.01986], [1.67053, 0.89899, 1.39167]]}